<1>
Molecular formula: C15H16N2O2
Method: DFT, ωB97M-V with the def2-TZVPD basis set

The geometry in XYZ format:
```
35
Properties=species:S:1:pos:R:3:mulliken_charge:R:1
O 2.31856 0.87551 2.17525 -0.651
O -2.25075 0.70295 1.94709 -0.655
N 0.01329 1.17647 2.23421 -0.056
N 0.73926 3.64720 2.59729 0.278
C -1.41472 3.85304 -0.20474 -0.425
C 1.02787 3.54756 -0.49113 -0.024
C -1.06875 0.34796 2.01991 0.332
C 0.78111 3.22023 4.01373 -0.459
C 1.16737 0.43296 2.11463 0.565
C 1.56977 4.81455 2.31608 -0.569
C 0.91655 4.13171 -1.75628 -0.808
C -0.56635 -1.05329 1.88777 -0.569
C -0.33390 4.54982 -2.25476 -0.362
C -0.14032 3.51421 0.32596 0.486
C 0.77162 -1.00142 1.93729 -0.684
C -0.14795 3.19729 1.75202 -0.228
C -1.49408 4.40960 -1.47815 -0.566
C 1.86620 4.07846 4.66477 -0.610
C 2.17978 5.22550 3.65912 -0.588
H 0.94169 5.62531 1.90235 0.276
H 1.47593 4.43970 5.61513 0.306
H -2.31073 3.74532 0.42098 0.388
H -2.47629 4.67284 -1.89877 0.350
H 0.94294 2.13890 4.03138 0.222
H 1.66578 6.14226 3.98435 0.280
H 1.50700 -1.79560 1.87540 0.454
H 1.81162 4.21736 -2.37332 0.366
H -1.23698 -1.89559 1.76069 0.445
H 2.34446 4.58483 1.56991 0.237
H 2.75152 3.45794 4.88391 0.319
H -0.39863 4.93371 -3.28669 0.346
H -1.10980 2.81543 2.16983 0.423
H 1.98218 3.18811 -0.09296 0.533
H 3.24694 5.43074 3.59552 0.326
H -0.19391 3.39628 4.49866 0.324
```

## Properties
HOMO level = -8.603 eV
HOMO-LUMO gap = 8.53 eV

<2>
Molecular formula: C15H16N2O2
Method: DFT, ωB97M-V with the def2-TZVPD basis set

The geometry in XYZ format:
```
35
Properties=species:S:1:pos:R:3:mulliken_charge:R:1
O -3.75893 -0.51469 0.64692 -0.469
O 1.43738 2.39179 0.34692 -0.638
N 4.21910 -2.02472 -0.36337 -0.590
N 1.33152 0.16173 -0.12885 -0.103
C -1.49367 0.36205 0.37388 0.027
C -3.29458 -1.76598 1.11086 -0.702
C -3.44974 1.59664 -0.28311 -0.542
C 2.99301 -1.54690 -0.38796 -0.407
C -1.28125 2.58073 -0.55146 -0.770
C -2.87678 0.44144 0.25788 0.188
C 2.66846 -0.22344 -0.07491 0.601
C -2.65801 2.65389 -0.67830 -0.538
C 0.78808 1.40094 0.09093 0.478
C -3.94998 -3.03626 -0.96671 -1.246
C 3.71100 0.62954 0.28337 -0.419
C 5.20429 -1.20913 -0.02387 -0.324
C -2.81055 -2.67623 -0.02155 -0.029
C -0.69834 1.43005 -0.03721 -0.028
C 4.99836 0.12142 0.30677 -0.427
H -4.16702 -2.21554 1.59309 0.400
H -2.38663 -3.58011 0.41970 0.417
H -3.58289 -3.63584 -1.79589 0.373
H -1.03152 -0.50289 0.82614 0.702
H -0.64602 3.40070 -0.84680 0.453
H -2.02410 -2.16961 -0.58513 0.121
H -4.52424 1.63828 -0.36641 0.440
H -4.71570 -3.60247 -0.44173 0.319
H 2.21936 -2.25196 -0.67191 0.351
H -3.11600 3.54269 -1.08473 0.388
H -2.51362 -1.63477 1.87039 0.354
H 0.69580 -0.57114 -0.41237 0.080
H 5.82833 0.75466 0.57887 0.378
H 6.19274 -1.64756 -0.01933 0.365
H 3.50820 1.65809 0.53172 0.520
H -4.40361 -2.13193 -1.36514 0.276
```

## Properties
structure (SMILES) = CCCOc1cccc(C(=O)Nc2cccnc2)c1
HOMO level = -8.757 eV
HOMO-LUMO gap = 9.26 eV

Order from most stable to least stable according to the calculation: <2>, <1>

<1>
Molecular formula: C19H14ClN3O3
Method: DFT, ωB97M-V with the def2-TZVPD basis set

The geometry in XYZ format:
```
40
Properties=species:S:1:pos:R:3:mulliken_charge:R:1
Cl 7.03404 1.11215 0.85231 -0.218
O -5.76051 1.85679 -0.15011 -0.368
O 2.13404 2.86800 -0.81725 -0.647
O -2.16510 -4.01009 -0.35362 -0.634
N -3.34186 -0.75413 -0.07265 -0.154
N 0.90277 1.06311 -0.32892 -0.038
N -3.24855 -2.05776 -0.35109 -0.165
C -4.45755 -0.15363 -0.22456 -0.376
C 1.14688 -2.12647 1.52446 -0.821
C 4.53339 -1.10337 -1.31334 -0.613
C -0.55427 -0.83286 -0.23803 -0.234
C -3.66238 2.14994 0.55634 -0.103
C 5.66628 -0.65935 -0.65235 -0.483
C 3.32069 0.82765 -0.56381 0.244
C -4.57438 1.24131 0.06610 0.130
C -2.11450 -2.81047 -0.17668 -0.064
C 0.62657 -0.21585 0.16427 0.036
C 5.62164 0.54304 0.03656 0.255
C 3.36185 -0.36954 -1.27228 -0.018
C 1.46434 -0.85776 1.07358 -0.130
C -0.88107 -2.09462 0.23870 0.447
C 2.09673 1.68215 -0.56418 0.041
C 4.46143 1.29740 0.07577 -0.522
C -5.60918 3.14105 0.19513 -0.352
C -0.01036 -2.75396 1.10277 -0.664
C -4.34065 3.38106 0.63815 -0.676
H -4.08201 -2.57918 -0.64146 0.266
H 4.43172 2.24155 0.59698 0.454
H 0.09503 1.63949 -0.53547 0.212
H 2.35564 -0.36515 1.42840 0.573
H -1.20854 -0.32502 -0.92872 0.547
H -3.94526 4.31615 0.97751 0.428
H 1.80734 -2.62309 2.21866 0.410
H -6.46123 3.78241 0.08486 0.455
H -5.36176 -0.65863 -0.57981 0.398
H -2.64989 1.93626 0.82762 0.618
H 6.57927 -1.23297 -0.67674 0.433
H 4.56735 -2.03064 -1.86442 0.412
H -0.26366 -3.74543 1.44389 0.482
H 2.48568 -0.71953 -1.79656 0.442
```

## Properties
structure (SMILES) = O=C(N/N=C/c1ccco1)c1cccc(NC(=O)c2cccc(Cl)c2)c1
HOMO level = -8.366 eV
HOMO-LUMO gap = 8.42 eV

<2>
Molecular formula: C19H14ClN3O3
Method: DFT, ωB97M-V with the def2-TZVPD basis set

The geometry in XYZ format:
```
40
Properties=species:S:1:pos:R:3:mulliken_charge:R:1
Cl -4.93277 -3.25929 0.48033 -0.191
O -7.07931 3.05504 0.23049 -0.549
O -5.01278 3.39616 -0.44365 -0.485
O -2.63145 -2.15027 -1.11464 -0.488
N -5.91500 2.65082 -0.36262 0.777
N 3.63007 -1.03980 -0.41552 -0.199
N -1.63454 -0.36314 0.02596 -0.131
C 6.83382 1.46829 0.47174 -0.392
C -4.12380 -0.45526 -0.16967 -0.799
C 4.78356 -0.41604 -0.19666 0.652
C 2.28246 -1.06704 -0.05555 0.757
C -6.50187 -0.97837 0.40810 -0.608
C 7.06891 0.11601 0.34568 -0.645
C 5.70054 1.83341 0.03026 -0.247
C 1.49506 -1.79998 -1.01216 -1.645
C 4.56372 1.08871 -0.16263 -0.525
C 0.45953 0.02646 0.48201 1.145
C 1.74871 -0.02063 0.61387 -1.342
C -4.50252 0.69945 -0.18072 0.858
C -5.65932 1.19404 0.03750 -0.020
C 6.04238 -0.64066 0.29621 -0.431
C 0.09346 -1.66156 -0.91120 -0.472
C -6.71222 0.50384 0.32677 -0.035
C -5.16827 -1.42008 0.29700 -0.059
C -2.65138 -1.18472 -0.49511 0.337
C -0.35468 -0.69222 -0.08611 -0.037
H -7.28325 -1.69017 0.86033 0.302
H 7.68377 2.16849 0.42869 0.311
H -2.03829 0.13870 0.64519 0.220
H -7.65908 1.01152 0.60429 0.419
H 2.43379 0.89316 0.89681 0.386
H 1.88017 -2.42352 -1.45898 0.829
H 7.92733 -0.17230 0.89906 0.346
H 0.09497 1.01074 1.23772 -0.031
H -0.45592 -2.41803 -1.35242 0.578
H 5.49580 3.10633 -0.03265 0.090
H 3.96042 -2.01661 -0.40278 0.199
H 6.15584 -1.68188 0.41280 0.291
H -3.77426 1.54547 -0.54283 0.328
H 3.75637 1.64494 -0.63488 0.509
```

## Properties
structure (SMILES) = O=C(Nc1ccc(Nc2ccccc2)cc1)c1cc([N+](=O)[O-])ccc1Cl
HOMO level = -7.680 eV
HOMO-LUMO gap = 6.19 eV

Order from most stable to least stable according to the calculation: <1>, <2>

<1>
Molecular formula: C4H12N3
Method: DFT, ωB97M-V with the def2-TZVPD basis set

The geometry in XYZ format:
```
19
Properties=species:S:1:pos:R:3:mulliken_charge:R:1
N -1.01614 -1.16450 1.99331 -0.346
N -1.74312 -1.00496 -0.25313 -0.132
N 1.05524 2.23790 -0.60196 -0.247
C -0.80266 -1.24370 0.66766 -0.046
C 1.43055 1.40139 0.39599 0.187
C -1.41721 -0.78404 -1.66653 -0.736
C 2.23837 0.28496 0.24933 -0.705
H 1.48777 1.95349 -1.47701 0.316
H 1.25637 3.22840 -0.37733 0.341
H 0.17396 -1.34010 0.29708 0.599
H -1.23465 -1.73389 -2.18851 0.319
H -2.28941 -0.29201 -2.12331 0.354
H -0.29400 -1.39330 2.61685 0.252
H 2.80245 0.12599 -0.70467 0.319
H -0.56270 -0.09859 -1.77599 0.208
H 2.26430 -0.42853 1.07437 0.394
H -2.61187 -0.66548 0.10972 0.279
H -1.81985 -0.64317 2.35834 0.256
H 1.08260 1.56014 1.40578 0.388
```

## Properties
spin multiplicity = 2
net charge = +2
HOMO level (alpha / beta) = -18.801 / -18.797 eV
HOMO-LUMO gap (alpha / beta) = 10.71 / 6.91 eV

<2>
Molecular formula: C4H12N3
Method: DFT, ωB97M-V with the def2-TZVPD basis set

The geometry in XYZ format:
```
19
Properties=species:S:1:pos:R:3:mulliken_charge:R:1
N -0.92608 2.01957 1.34833 -0.317
N 1.27516 -0.76792 -1.56289 -0.033
N -1.75622 -0.08404 0.62346 -0.065
C 1.26649 0.50503 -1.58565 -0.215
C -0.89379 -0.95022 1.37626 -0.617
C -1.84428 1.20732 0.82133 0.171
C 2.34241 -1.70615 -1.10678 -0.700
H -0.31283 1.57616 2.03050 0.266
H -1.31510 2.89788 1.68099 0.332
H 2.12166 -2.09701 -0.11414 0.307
H -0.04297 -1.25023 0.76717 0.101
H 2.11209 1.04738 -1.17606 0.297
H -0.51270 -0.57576 2.33700 0.381
H -1.41031 -1.87975 1.64315 0.340
H 0.56115 0.98147 -2.26038 0.341
H -2.73784 1.71456 0.45021 0.414
H 3.26504 -1.13221 -1.13916 0.309
H 0.41147 -1.25514 -1.80439 0.350
H 2.36076 -2.53075 -1.81817 0.337
```

## Properties
spin multiplicity = 2
net charge = +2
HOMO level (alpha / beta) = -19.912 / -19.573 eV
HOMO-LUMO gap (alpha / beta) = 11.18 / 7.94 eV

Order from most stable to least stable according to the calculation: <1>, <2>

<1>
Molecular formula: C2H6S
Method: DFT, ωB97M-V with the def2-TZVPD basis set

The geometry in XYZ format:
```
9
Properties=species:S:1:pos:R:3:mulliken_charge:R:1
S 0.03761 -1.20391 -0.01464 -0.051
C -1.33252 -0.00220 -0.03934 -0.730
C 1.25187 0.06966 -0.01619 -0.840
H 2.07177 -0.72301 0.27254 0.216
H -2.16779 -0.33375 -0.76603 0.268
H -1.77012 -0.01053 1.00584 0.237
H 1.74211 0.47229 -0.94935 0.299
H -0.91193 0.92192 -0.23879 0.263
H 1.07901 0.80954 0.74595 0.338
```

## Properties
structure (SMILES) = CSC
HOMO level = -8.475 eV
HOMO-LUMO gap = 9.59 eV

<2>
Molecular formula: C2H6S
Method: DFT, ωB97M-V with the def2-TZVPD basis set

The geometry in XYZ format:
```
9
Properties=species:S:1:pos:R:3:mulliken_charge:R:1
S 0.30484 1.62911 -0.92472 -0.225
C -0.50739 0.15142 -0.18953 -0.425
C 0.31863 -0.67538 0.80476 -0.959
H -0.24421 -1.25080 1.53065 0.309
H 0.94642 -0.03124 1.43369 0.311
H -0.93466 -0.48296 -0.96043 0.343
H 0.44026 1.28296 -2.21288 0.114
H 1.04125 -1.18752 0.16714 0.268
H -1.36514 0.56443 0.35130 0.263
```

## Properties
structure (SMILES) = CCS
HOMO level = -9.080 eV
HOMO-LUMO gap = 10.11 eV

Order from most stable to least stable according to the calculation: <2>, <1>

<1>
Molecular formula: C4H7ClN2O
Method: DFT, ωB97M-V with the def2-TZVPD basis set

The geometry in XYZ format:
```
15
Properties=species:S:1:pos:R:3:mulliken_charge:R:1
Cl -3.50726 -0.38759 0.47130 -0.227
O 1.68344 -1.48549 -0.73929 -0.402
N 0.95649 1.18772 -0.21802 -0.189
N -0.34233 1.03076 -0.56146 -0.404
C -0.93866 -0.07861 -0.29996 0.080
C 1.89438 -1.00792 0.32555 0.002
C -2.30814 -0.14010 -0.89441 -0.436
C 1.49142 0.38364 0.85301 -0.617
H 2.32752 0.88184 1.32107 0.405
H -2.51190 0.81462 -1.36194 0.302
H 0.68378 0.13197 1.53518 0.359
H -0.56423 -0.99319 0.20710 0.277
H 1.15647 2.19344 -0.07935 0.262
H -2.49551 -0.88678 -1.64419 0.276
H 2.47453 -1.64431 1.08541 0.312
```

## Properties
structure (SMILES) = O=CCN/N=C/CCl
HOMO level = -9.104 eV
HOMO-LUMO gap = 9.90 eV

<2>
Molecular formula: C4H7ClN2O
Method: DFT, ωB97M-V with the def2-TZVPD basis set

The geometry in XYZ format:
```
15
Properties=species:S:1:pos:R:3:mulliken_charge:R:1
Cl -2.53884 -0.73254 -0.90658 -0.211
O 2.52684 0.29265 -1.06148 -0.472
N 0.05677 -1.89662 0.48879 -0.753
N 1.69225 -0.94510 -0.56403 -0.243
C -0.17290 0.54591 -0.21509 -0.047
C 0.36852 -0.81296 -0.03308 0.333
C -1.66923 0.69969 -0.43890 -0.091
C -1.07030 0.79502 0.87041 -0.650
H 2.98170 0.91888 -0.25401 0.327
H -0.77078 -0.01792 1.52274 0.315
H 0.60585 1.36985 -0.43727 0.275
H 2.25526 -1.57859 -0.00403 0.283
H -0.88025 -1.94182 0.75704 0.263
H -2.12422 1.47760 -0.92143 0.415
H -1.26067 1.82595 1.19691 0.256
```

## Properties
structure (SMILES) = [H]/N=C(/NO)[C@@H]1C[C@@H]1Cl
HOMO level = -9.492 eV
HOMO-LUMO gap = 9.93 eV

Order from most stable to least stable according to the calculation: <1>, <2>

<1>
Molecular formula: C4H6N2
Method: DFT, ωB97M-V with the def2-TZVPD basis set

The geometry in XYZ format:
```
12
Properties=species:S:1:pos:R:3:mulliken_charge:R:1
N 0.48972 3.15767 0.76081 -0.479
N 0.60972 0.06747 -1.57913 -0.500
C -0.48383 -2.23136 -1.76547 -0.738
C 0.13643 -1.10956 -1.61976 0.425
C -0.45762 1.16378 1.78004 -1.072
C -0.00249 2.18896 1.25474 0.675
H -0.89613 -2.75672 -0.85334 0.218
H -0.65201 1.04118 2.84834 0.272
H 1.65237 0.07028 -1.46859 0.263
H -0.45773 -2.86089 -2.58813 0.326
H -0.25113 0.35772 1.16214 0.333
H -0.11020 3.81385 0.30172 0.276
```

## Properties
spin multiplicity = 3
HOMO level (alpha / beta) = -5.286 / -8.968 eV
HOMO-LUMO gap (alpha / beta) = 6.14 / 6.33 eV

<2>
Molecular formula: C4H6N2
Method: DFT, ωB97M-V with the def2-TZVPD basis set

The geometry in XYZ format:
```
12
Properties=species:S:1:pos:R:3:mulliken_charge:R:1
N 3.27785 -0.36764 0.23081 -0.524
N 2.84446 0.66714 -0.16349 -0.254
C -0.23733 0.84452 0.30058 -0.458
C 1.92574 -0.34343 -0.29006 0.380
C 0.69598 -0.27726 0.58026 -0.076
C -0.60590 -0.54409 -0.08237 -0.647
H 0.77172 -0.61141 1.63896 0.363
H 0.16566 1.54996 -0.45590 0.211
H 1.60638 -0.84402 -1.44469 0.226
H -0.52109 -0.66422 -1.11129 0.263
H -1.24132 -1.18703 0.47853 0.273
H -0.85595 1.40461 1.07450 0.243
```

## Properties
spin multiplicity = 3
HOMO level (alpha / beta) = -6.673 / -11.043 eV
HOMO-LUMO gap (alpha / beta) = 7.80 / 8.66 eV

<3>
Molecular formula: C4H6N2
Method: DFT, ωB97M-V with the def2-TZVPD basis set

The geometry in XYZ format:
```
12
Properties=species:S:1:pos:R:3:mulliken_charge:R:1
N 0.55168 -0.34411 0.74775 0.418
N 0.38509 0.82641 1.22336 -0.850
C -1.16463 1.28920 -0.61954 -0.706
C -0.42429 1.61248 0.45793 0.104
C 0.23322 -1.20162 -0.15084 -0.416
C 1.60769 -1.34572 0.43919 -0.352
H 2.43288 -0.90777 -0.08596 0.277
H 1.72913 -2.25242 1.17327 0.188
H -1.73825 2.05531 -1.08447 0.301
H -1.22959 0.20286 -0.87781 0.076
H -0.39574 -1.29496 -0.93131 0.471
H -0.29712 2.52957 0.87033 0.489
```

## Properties
spin multiplicity = 3
HOMO level (alpha / beta) = -5.630 / -9.698 eV
HOMO-LUMO gap (alpha / beta) = 6.75 / 8.20 eV

Order from most stable to least stable according to the calculation: <2>, <1>, <3>